Entry 1:
Entry from OMol25: 2 unconnected molecules or ions with the total composition C3H5N3O at a distorted geometry (ωB97M-V/def2-TZVPD).

## Properties
Relative energy (zero: lowest compared OMol25 entry of this formula, charge and spin) = 48.5 kcal per mole
Frontier orbital gap = 0.407 Eh
Structure (SMILES) = N#CCO.N=C=N
LUMO level = 0.572 eV

Each line ends with the Mulliken charge.
Geometry (Å):
N (0.2997, 1.3454, -1.0669)  -0.4335
C (-0.5254, 0.7595, -0.5071)  0.2781
C (-1.6468, 0.0372, 0.1323)  -0.1929
O (-2.8569, 0.7336, -0.0213)  -0.5011
H (-1.6784, -0.9792, -0.2847)  0.2329
H (-1.4512, -0.0537, 1.2028)  0.2687
H (-3.0016, 0.8908, -0.9635)  0.3236
N (2.9532, 0.4149, 0.1731)  -0.5509
C (2.1767, -0.4818, 0.4570)  0.5621
N (1.3799, -1.3179, 0.8863)  -0.5404
H (2.7692, 0.9382, -0.6772)  0.3209
H (1.5816, -2.2870, 0.6692)  0.2325

Cartesian forces (eV/Å) of the 3 atoms listed first:
-0.8 -0.6 0.5
0.7 0.5 -0.5
0.2 -0.1 0.1

=====

Entry 2:
Entry from OMol25: C4H7NO2S2 in the gas phase at a distorted geometry (ωB97M-V/def2-TZVPD).

## Properties
Relative energy (zero: lowest compared OMol25 entry of this formula, charge and spin) = 119.6 kcal per mole
Frontier orbital gap = 0.293 Eh
Structure (SMILES) = CC(C)=[N+]([O-])OSC=S
LUMO level = -0.431 eV

Each line ends with the Mulliken charge.
Geometry (Å):
C (-0.3730, 1.3596, -0.4578)  -1.1967
C (-0.3995, -0.1127, -0.6107)  0.3865
C (-1.7139, -0.9772, -0.3520)  -1.3578
N (0.5872, -0.8830, -1.0453)  0.8114
O (0.6710, -1.9828, -1.5680)  -0.6641
O (1.9906, -0.2900, -0.8224)  -0.3646
S (2.4218, 0.6138, 0.4441)  0.0766
C (1.5093, 0.3132, 1.7603)  -0.0549
S (0.1414, -0.5439, 2.2056)  -0.2316
H (0.5860, 1.7907, -0.3587)  0.3529
H (-0.7281, 1.5901, 0.5266)  0.3882
H (-0.8749, 1.8750, -1.2138)  0.3803
H (-1.4502, -1.8199, 0.2231)  0.4326
H (-1.8985, -1.4440, -1.3069)  0.4347
H (-2.5451, -0.4749, 0.1200)  0.3246
H (2.0759, 0.9860, 2.4560)  0.2820

Cartesian forces (eV/Å) of the 3 atoms listed first:
0.8 -0.9 1.5
-0.7 -2.8 -0.3
1.9 1.1 -1.6

=====

Entry 3:
Entry from OMol25: a molecular structure, C18H29BClFHfN2O6S at a distorted geometry (ωB97M-V/def2-TZVPD).

## Properties
Frontier orbital gap = 0.118 Eh
Charge = +4
LUMO level = -17.130 eV

Each line ends with the Mulliken charge.
Geometry (Å):
Hf (1.2561, 3.1874, -0.7888)  1.2294
C (-2.5755, 0.0668, -0.3978)  -1.9893
N (-1.2771, -0.5854, -0.3250)  0.4358
C (-0.8667, -1.2660, -1.3530)  -1.2519
C (0.3426, -1.9349, -1.2290)  -1.3850
C (0.8996, -2.1599, 0.0577)  0.9946
C (0.3275, -1.5246, 1.1937)  -0.9160
C (-0.8305, -0.8147, 0.9732)  -1.1412
C (2.0722, -2.9964, 0.1697)  0.2808
C (2.1650, -4.0753, 1.0852)  -0.6756
C (3.3377, -4.7225, 1.3476)  -0.1491
N (4.4517, -4.3381, 0.6964)  0.0217
C (4.4280, -3.3239, -0.2537)  -0.4769
C (3.1792, -2.7373, -0.5951)  -0.6592
C (5.6959, -5.0429, 1.0606)  -0.8627
H (-2.6325, 0.8713, 0.3355)  0.4176
H (-3.2439, -0.7883, -0.2976)  0.6316
H (-2.7527, 0.5416, -1.3629)  0.9545
H (-1.4156, -1.1254, -2.2724)  1.5490
H (0.6052, -2.4749, -2.1266)  0.7148
H (0.6054, -1.7451, 2.2138)  0.8069
H (-1.3138, -0.3119, 1.7978)  1.5091
H (1.3214, -4.3567, 1.6981)  0.5342
H (3.3390, -5.4943, 2.1030)  0.4533
H (5.2971, -3.0850, -0.8488)  0.4473
H (3.1393, -2.0435, -1.4218)  0.5146
H (6.4388, -4.2533, 0.9472)  0.3878
H (5.9244, -5.8226, 0.3341)  0.3287
H (5.5508, -5.3912, 2.0832)  0.3593
B (0.1175, 3.5930, -2.2494)  -1.3506
H (-0.6168, 3.9138, -1.5269)  0.4669
H (0.3751, 2.5749, -2.0014)  -0.0611
H (-0.2783, 3.7629, -3.2387)  0.2742
H (1.0209, 4.1660, -2.1084)  0.2620
Cl (-0.3737, 1.7864, -0.2830)  0.6286
O (-1.2063, 1.4696, 4.8470)  -0.5351
S (-1.0090, 0.8588, 3.5230)  1.0446
O (-0.9336, -0.5621, 3.4387)  -0.5377
O (-2.0823, 1.5454, 2.3723)  -0.2260
C (-2.3640, 2.9662, 2.5447)  -0.3598
C (-3.4623, 3.4644, 1.5335)  -0.9985
C (0.6126, 1.5759, 2.7576)  0.0121
H (-1.4694, 3.5865, 2.5991)  0.2971
H (-2.7412, 3.1639, 3.5481)  0.4291
H (-4.0605, 4.2915, 1.9157)  0.4560
H (-4.1721, 2.6425, 1.4392)  0.3118
H (-3.0432, 3.6879, 0.5525)  0.1177
H (0.7268, 2.6064, 3.0939)  0.5104
H (0.4654, 1.4293, 1.6875)  -0.6363
H (1.4489, 1.0187, 3.1797)  0.4194
C (-1.0777, 1.1956, -3.3538)  0.0876
C (-2.1085, 1.6300, -2.3581)  2.4733
O (-3.3241, 1.2668, -2.9017)  -0.3736
C (-3.1044, 1.2777, -4.2043)  0.4177
O (-3.9628, 1.3955, -5.0796)  -0.4528
O (-1.8552, 0.9892, -4.5163)  -0.2817
F (-2.1297, 2.9671, -2.2827)  -0.3332
H (-0.6023, 0.3000, -2.9537)  0.4964
H (-0.2772, 1.9283, -3.4560)  0.0557
H (-1.9812, 1.2549, -1.3427)  -1.6780

Cartesian forces (eV/Å) of the 3 atoms listed first:
4.2 -0.8 9.0
-2.3 -2.3 0.9
-1.4 -0.7 3.1